Computed, not measured: a cluster of 12 separate species, C56H130Cl3N7O12 in total, with ωB97M-V/def2-TZVPD.

Positions of all 208 atoms, in Å:
C (13.541, -23.987, -11.777)
O (14.656, -24.047, -10.886)
C (14.292, -24.573, -9.595)
C (14.010, -26.070, -9.551)
N (15.101, -26.812, -10.089)
H (14.980, -26.758, -11.191)
H (16.041, -26.468, -9.856)
C (15.081, -28.214, -9.727)
C (15.632, -28.435, -8.266)
O (14.685, -28.166, -7.279)
C (13.769, -29.266, -7.197)
H (13.736, -23.145, -12.463)
H (12.603, -23.819, -11.189)
H (13.445, -24.984, -12.244)
H (13.360, -24.092, -9.229)
H (15.069, -24.254, -8.904)
H (13.101, -26.304, -10.138)
H (13.745, -26.354, -8.519)
H (15.723, -28.827, -10.396)
H (14.109, -28.682, -9.916)
H (16.574, -27.852, -8.123)
H (15.965, -29.443, -8.253)
H (14.235, -30.201, -6.899)
H (13.269, -29.483, -8.141)
H (13.020, -28.953, -6.470)
C (15.569, -30.692, -13.473)
O (16.627, -29.842, -13.797)
C (16.591, -29.409, -15.150)
C (17.632, -28.365, -15.233)
N (17.340, -27.034, -14.604)
H (16.523, -27.054, -13.969)
H (18.060, -26.802, -13.891)
C (17.104, -25.824, -15.449)
C (15.749, -25.875, -16.137)
O (15.741, -26.852, -17.165)
C (14.543, -27.036, -17.825)
H (14.576, -30.205, -13.589)
H (15.688, -31.040, -12.424)
H (15.601, -31.499, -14.183)
H (15.559, -29.057, -15.280)
H (16.797, -30.235, -15.873)
H (17.815, -28.115, -16.294)
H (18.565, -28.727, -14.838)
H (17.923, -25.720, -16.211)
H (17.211, -24.915, -14.857)
H (15.571, -24.874, -16.592)
H (14.945, -26.090, -15.449)
H (14.260, -26.151, -18.457)
H (13.783, -27.436, -17.154)
H (14.773, -27.798, -18.518)
C (18.245, -25.013, -2.437)
O (17.017, -24.912, -3.164)
C (16.855, -25.992, -4.111)
C (15.492, -25.826, -4.669)
N (15.345, -24.400, -5.048)
H (15.538, -23.873, -4.139)
H (16.206, -24.210, -5.691)
C (14.087, -24.024, -5.744)
C (13.954, -22.499, -5.646)
O (13.760, -22.026, -4.284)
C (13.203, -20.737, -4.183)
H (18.377, -24.070, -1.906)
H (19.116, -25.223, -3.129)
H (18.150, -25.907, -1.801)
H (17.061, -26.920, -3.585)
H (17.592, -25.786, -4.885)
H (14.640, -26.173, -4.017)
H (15.505, -26.463, -5.534)
H (13.217, -24.535, -5.334)
H (14.256, -24.370, -6.771)
H (13.117, -22.214, -6.280)
H (14.907, -22.066, -5.985)
H (12.143, -20.693, -4.510)
H (13.650, -20.028, -4.871)
H (13.297, -20.388, -3.113)
C (8.965, -27.381, -8.212)
C (9.958, -27.551, -9.366)
C (9.906, -29.021, -9.864)
C (10.994, -29.420, -10.850)
N (10.623, -30.559, -11.736)
C (10.288, -31.841, -10.988)
C (10.443, -32.895, -12.136)
C (11.648, -32.376, -12.979)
C (11.844, -30.874, -12.604)
C (9.513, -30.143, -12.664)
H (8.516, -26.398, -8.123)
H (9.506, -27.641, -7.306)
H (8.098, -28.068, -8.361)
H (10.952, -27.160, -9.068)
H (9.485, -26.957, -10.169)
H (8.904, -29.016, -10.338)
H (9.816, -29.778, -9.074)
H (11.931, -29.809, -10.387)
H (11.286, -28.569, -11.517)
H (9.276, -31.749, -10.650)
H (11.034, -31.930, -10.175)
H (9.552, -32.749, -12.699)
H (10.539, -33.947, -11.816)
H (11.545, -32.656, -14.043)
H (12.557, -32.893, -12.587)
H (11.841, -30.128, -13.369)
H (12.754, -30.863, -12.026)
H (8.580, -30.052, -12.160)
H (9.369, -30.968, -13.359)
H (9.756, -29.179, -13.076)
C (18.504, -31.865, -10.073)
C (18.427, -30.794, -11.159)
C (19.647, -29.874, -11.005)
C (19.411, -28.745, -9.976)
N (20.544, -27.965, -9.406)
C (20.058, -26.778, -8.469)
C (20.858, -25.538, -8.878)
C (22.033, -26.182, -9.653)
C (21.356, -27.293, -10.446)
C (21.359, -28.917, -8.617)
H (17.782, -32.621, -10.212)
H (18.323, -31.366, -9.120)
H (19.488, -32.333, -9.924)
H (17.477, -30.247, -11.258)
H (18.534, -31.265, -12.184)
H (19.828, -29.367, -12.022)
H (20.565, -30.447, -10.901)
H (18.924, -29.191, -9.143)
H (18.720, -28.047, -10.431)
H (20.122, -27.052, -7.395)
H (19.049, -26.657, -8.807)
H (21.321, -25.050, -8.014)
H (20.201, -24.786, -9.406)
H (22.797, -26.519, -8.936)
H (22.475, -25.465, -10.371)
H (22.058, -28.003, -10.870)
H (20.606, -26.979, -11.173)
H (20.738, -29.328, -7.834)
H (22.206, -28.368, -8.202)
H (21.661, -29.687, -9.281)
C (17.620, -20.551, -3.773)
C (18.356, -21.473, -4.777)
C (18.640, -20.898, -6.116)
C (17.590, -21.444, -7.109)
N (17.482, -20.625, -8.476)
C (16.892, -21.495, -9.513)
C (18.054, -22.257, -10.131)
C (19.329, -21.686, -9.523)
C (18.895, -20.305, -8.992)
C (16.596, -19.402, -8.236)
H (17.657, -21.031, -2.800)
H (16.555, -20.497, -4.055)
H (18.081, -19.601, -3.684)
H (17.859, -22.516, -4.755)
H (19.406, -21.654, -4.349)
H (19.640, -21.202, -6.351)
H (18.582, -19.801, -6.032)
H (16.658, -21.274, -6.668)
H (17.800, -22.468, -7.286)
H (16.347, -20.704, -10.124)
H (16.119, -22.217, -9.077)
H (18.136, -22.240, -11.190)
H (17.973, -23.289, -9.937)
H (20.299, -21.680, -10.044)
H (19.574, -22.256, -8.653)
H (18.841, -19.630, -9.866)
H (19.524, -19.952, -8.219)
H (17.106, -18.817, -7.384)
H (15.609, -19.757, -7.937)
H (16.496, -18.710, -9.102)
C (7.306, -25.401, -3.455)
C (7.804, -25.640, -4.911)
C (7.290, -24.523, -5.858)
C (8.223, -23.341, -5.699)
N (7.951, -22.128, -6.552)
C (8.839, -20.955, -6.142)
C (8.067, -19.696, -6.612)
C (6.577, -20.108, -6.600)
C (6.554, -21.588, -6.243)
C (8.128, -22.367, -8.034)
H (7.745, -24.457, -3.078)
H (7.534, -26.256, -2.818)
H (6.235, -25.192, -3.389)
H (7.512, -26.626, -5.227)
H (8.925, -25.688, -4.880)
H (6.245, -24.380, -5.615)
H (7.296, -24.902, -6.844)
H (9.213, -23.670, -5.918)
H (8.089, -22.991, -4.637)
H (9.836, -21.067, -6.488)
H (8.923, -21.080, -5.040)
H (8.281, -19.355, -7.621)
H (8.387, -18.838, -5.972)
H (6.116, -19.805, -7.510)
H (5.990, -19.625, -5.850)
H (5.781, -22.186, -6.688)
H (6.514, -21.751, -5.135)
H (8.426, -21.433, -8.565)
H (7.247, -22.764, -8.497)
H (8.977, -22.998, -8.147)
Cl (14.445, -27.562, -12.985)
Cl (17.229, -24.871, -7.225)
Cl (11.207, -23.037, -7.873)
O (15.198, -31.618, -8.772)
C (14.238, -31.635, -9.810)
O (13.104, -31.269, -9.472)
O (14.649, -31.985, -10.951)
H (15.826, -32.318, -9.057)
O (17.045, -25.065, -12.301)
C (18.030, -25.814, -11.723)
O (17.892, -26.003, -10.455)
O (18.867, -26.305, -12.471)
H (16.435, -24.663, -11.620)

Its multiplicity is 1. Its total charge is +2.

Mulliken population analysis, charges in e, atoms 1 to 6:
1. C -0.76
2. O -0.11
3. C 0.24
4. C 0.22
5. N 3.82
6. H -1.28



Computed, not measured: a cluster of 10 separate species, C56H130F6N8O20 in total, with ωB97M-V/def2-TZVPD.

Positions of all 220 atoms, in Å:
C (3.414, -5.723, -7.125)
O (3.393, -6.946, -6.397)
C (2.104, -7.584, -6.475)
C (0.974, -6.867, -5.812)
N (0.359, -5.837, -6.670)
C (-0.858, -5.253, -6.143)
C (-0.435, -4.127, -5.200)
O (0.018, -4.623, -3.957)
C (0.288, -3.666, -2.997)
H (4.454, -5.449, -7.311)
H (2.900, -4.914, -6.599)
H (3.018, -5.800, -8.145)
H (2.196, -8.566, -6.020)
H (1.858, -7.734, -7.519)
H (1.273, -6.426, -4.857)
H (0.258, -7.673, -5.611)
H (0.138, -6.280, -7.565)
H (-1.582, -5.876, -5.558)
H (-1.477, -4.752, -6.896)
H (-1.265, -3.433, -5.023)
H (0.285, -3.441, -5.644)
H (-0.590, -3.262, -2.481)
H (0.878, -2.809, -3.356)
H (0.851, -4.140, -2.192)
C (-0.824, -11.654, 1.651)
O (-0.940, -10.262, 1.732)
C (-0.458, -9.830, 2.995)
C (-0.491, -8.318, 3.061)
N (0.529, -7.724, 2.238)
C (0.441, -6.277, 2.294)
C (-0.742, -5.605, 1.570)
O (-0.561, -5.661, 0.129)
C (-1.785, -5.478, -0.566)
H (0.225, -11.979, 1.606)
H (-1.312, -11.958, 0.744)
H (-1.314, -12.179, 2.483)
H (0.609, -10.097, 3.137)
H (-1.090, -10.277, 3.764)
H (-0.353, -7.993, 4.106)
H (-1.493, -7.984, 2.743)
H (0.365, -7.965, 1.264)
H (1.330, -5.746, 1.973)
H (0.321, -5.965, 3.363)
H (-0.808, -4.557, 1.866)
H (-1.672, -6.127, 1.848)
H (-2.426, -4.684, -0.134)
H (-2.455, -6.331, -0.569)
H (-1.581, -5.234, -1.611)
C (7.046, -5.131, -5.781)
O (6.885, -3.835, -6.409)
C (6.406, -2.895, -5.503)
C (6.103, -1.654, -6.250)
N (5.495, -0.632, -5.397)
C (4.030, -0.894, -5.110)
C (3.463, 0.301, -4.370)
O (3.610, 1.428, -5.218)
C (3.092, 2.638, -4.681)
H (7.413, -5.881, -6.503)
H (6.084, -5.444, -5.345)
H (7.828, -5.127, -5.005)
H (7.152, -2.664, -4.715)
H (5.478, -3.283, -5.068)
H (5.479, -1.889, -7.122)
H (7.034, -1.283, -6.672)
H (5.470, 0.295, -5.802)
H (4.058, -1.811, -4.532)
H (3.504, -1.010, -6.054)
H (4.097, 0.468, -3.487)
H (2.402, 0.132, -4.017)
H (3.365, 2.830, -3.639)
H (2.006, 2.641, -4.559)
H (3.421, 3.481, -5.308)
C (3.690, -2.396, -0.397)
O (4.034, -2.052, 0.885)
C (5.220, -1.296, 0.984)
C (5.244, -0.647, 2.359)
N (4.175, 0.319, 2.542)
C (4.137, 0.927, 3.846)
C (3.103, 2.002, 3.830)
O (1.821, 1.377, 3.837)
C (0.838, 2.360, 3.507)
H (2.654, -2.801, -0.388)
H (4.269, -3.186, -0.872)
H (3.729, -1.562, -1.116)
H (5.229, -0.573, 0.173)
H (6.130, -1.873, 0.845)
H (6.207, -0.113, 2.427)
H (5.191, -1.425, 3.120)
H (3.299, -0.190, 2.468)
H (5.080, 1.424, 4.068)
H (3.844, 0.248, 4.636)
H (3.150, 2.488, 2.844)
H (3.138, 2.736, 4.632)
H (0.937, 2.735, 2.485)
H (0.840, 3.232, 4.177)
H (-0.103, 1.828, 3.520)
C (-0.551, 8.930, 0.190)
O (0.375, 7.892, -0.115)
C (0.555, 7.703, -1.489)
C (-0.563, 6.898, -2.128)
N (-0.519, 6.797, -3.542)
C (0.448, 5.868, -4.072)
C (0.190, 5.634, -5.589)
O (1.227, 4.858, -6.175)
C (1.245, 4.882, -7.600)
H (-1.551, 8.686, -0.151)
H (-0.281, 9.918, -0.196)
H (-0.637, 9.016, 1.286)
H (1.531, 7.249, -1.666)
H (0.627, 8.654, -2.046)
H (-1.500, 7.391, -1.860)
H (-0.673, 5.910, -1.703)
H (-0.410, 7.735, -3.937)
H (0.362, 4.953, -3.469)
H (1.488, 6.166, -3.931)
H (0.014, 6.606, -6.076)
H (-0.764, 5.094, -5.677)
H (2.134, 4.312, -7.895)
H (1.389, 5.877, -8.041)
H (0.381, 4.361, -8.002)
C (-4.743, 6.721, 5.468)
O (-3.527, 6.277, 4.906)
C (-2.421, 6.970, 5.373)
C (-1.186, 6.563, 4.691)
N (-1.228, 6.754, 3.216)
C (-0.478, 5.759, 2.517)
C (1.013, 5.993, 2.522)
O (1.604, 5.842, 3.825)
C (2.916, 6.321, 3.998)
H (-4.861, 7.807, 5.425)
H (-4.839, 6.373, 6.512)
H (-5.549, 6.244, 4.930)
H (-2.305, 6.834, 6.448)
H (-2.532, 8.027, 5.143)
H (-0.980, 5.495, 4.898)
H (-0.382, 7.120, 5.145)
H (-2.211, 6.751, 2.931)
H (-0.745, 5.859, 1.457)
H (-0.588, 4.727, 2.861)
H (1.183, 7.025, 2.224)
H (1.553, 5.426, 1.772)
H (2.980, 7.418, 3.934)
H (3.653, 5.813, 3.355)
H (3.266, 6.036, 5.002)
C (-5.870, -3.485, -1.238)
O (-5.627, -2.134, -1.165)
C (-4.341, -1.819, -0.674)
C (-4.181, -0.312, -0.465)
N (-5.335, 0.404, 0.136)
C (-5.647, -0.110, 1.446)
C (-6.815, 0.634, 2.099)
O (-6.796, 0.426, 3.473)
C (-7.973, 0.732, 4.172)
H (-5.751, -4.005, -0.255)
H (-5.220, -3.974, -1.957)
H (-6.916, -3.632, -1.534)
H (-3.619, -2.064, -1.448)
H (-4.155, -2.338, 0.252)
H (-3.971, 0.178, -1.436)
H (-3.289, -0.135, 0.138)
H (-6.123, 0.153, -0.494)
H (-4.780, 0.140, 2.065)
H (-5.826, -1.194, 1.360)
H (-7.747, 0.233, 1.680)
H (-6.720, 1.702, 1.804)
H (-7.807, 0.628, 5.252)
H (-8.814, 0.101, 3.846)
H (-8.325, 1.776, 4.057)
C (-1.718, -0.961, 1.944)
O (-1.176, -1.842, 0.960)
C (0.223, -1.965, 0.978)
C (0.939, -0.689, 0.788)
N (0.548, -0.096, -0.499)
C (0.904, 1.332, -0.671)
C (2.409, 1.525, -0.875)
O (2.737, 2.827, -1.334)
C (2.396, 3.819, -0.363)
H (-1.155, -1.158, 2.843)
H (-2.793, -1.114, 2.090)
H (-1.547, 0.106, 1.731)
H (0.406, -2.697, 0.193)
H (0.612, -2.354, 1.946)
H (2.011, -0.798, 0.780)
H (0.671, -0.039, 1.616)
H (-0.447, -0.199, -0.565)
H (0.540, 1.950, 0.152)
H (0.484, 1.694, -1.610)
H (2.840, 0.776, -1.533)
H (2.901, 1.434, 0.109)
H (2.720, 3.675, 0.690)
H (1.304, 4.059, -0.319)
H (2.799, 4.737, -0.774)
C (-4.517, 2.884, 4.356)
C (-3.251, 2.921, 3.541)
O (-3.602, 3.352, 2.208)
C (-2.639, 3.119, 1.306)
O (-1.620, 2.580, 1.495)
C (-3.136, 3.522, -0.139)
F (-4.426, 3.394, -0.351)
F (-2.774, 4.816, -0.377)
F (-2.440, 2.762, -0.967)
H (-4.275, 2.582, 5.368)
H (-5.258, 2.195, 3.939)
H (-4.943, 3.880, 4.506)
H (-2.740, 1.956, 3.450)
H (-2.582, 3.676, 3.932)
C (-0.357, -0.138, 7.667)
C (-0.624, 0.373, 6.284)
O (-1.559, -0.546, 5.552)
C (-2.706, -0.693, 6.174)
O (-3.207, -0.026, 7.012)
C (-3.604, -1.810, 5.503)
F (-4.290, -1.200, 4.508)
F (-2.899, -2.753, 4.894)
F (-4.510, -2.335, 6.327)
H (0.473, 0.351, 8.180)
H (-0.222, -1.211, 7.629)
H (-1.288, -0.012, 8.216)
H (0.222, 0.240, 5.569)
H (-1.040, 1.376, 6.158)

Its multiplicity is 1. The value obtained for the energy relative to the best compared isomer or geometry (same formula, charge and spin) is 0.0 kcal per mole. Its total charge is 0. The SMILES is CCOC(=O)C(F)(F)F.CCOC(=O)C(F)(F)F.COCCNCCOC.COCCNCCOC.COCCNCCOC.COCCNCCOC.COCCNCCOC.COCCNCCOC.COCCNCCOC.COCCNCCOC.

Mulliken population analysis, charges in e, atoms 1 to 6:
1. C -0.50
2. O -0.34
3. C -0.79
4. C -0.43
5. N -0.20
6. C -0.86



no.,HOMO-LUMO gap (hartree),HOMO (eV),electronic energy (a.u.)
1,0.312,-11.5,-4877.921691
2,0.333,-8.5,-4753.338284